1.
{
  "formula": "CH9N3O2",
  "method": "ωB97M-V with the def2-TZVPD basis set",
  "species": ["N", "C", "N", "N", "H", "H", "H", "H", "H", "O", "H", "H", "O", "H", "H"],
  "coordinates": [[0.663, 0.733, -0.845], [1.306, 0.256, 0.152], [0.861, -0.841, 0.807], [2.463, 0.822, 0.747], [1.218, 1.291, -1.474], [-0.137, -1.015, 0.806], [1.330, -1.118, 1.647], [2.246, 0.980, 1.732], [2.648, 1.711, 0.313], [-2.243, -1.241, 0.849], [-2.062, -2.017, 0.306], [-2.934, -0.792, 0.339], [-2.082, 0.248, -1.557], [-1.212, 0.443, -1.151], [-2.292, 1.003, -2.111]],
  "atomic_forces_ev_per_a": [[-0.05, -0.91, -0.48], [0.09, 0.85, 0.29], [-0.52, -0.36, 0.51], [-0.39, -0.35, -0.10], [0.05, 0.71, 0.33], [0.01, 0.06, -0.26], [0.13, 0.08, 0.19], [0.38, -0.08, -0.27], [0.18, 0.16, -0.02], [-0.14, -0.30, 0.01], [-0.04, -0.04, 0.01], [0.39, 0.22, -0.02], [-0.29, -0.06, 0.19], [0.14, -0.03, -0.35], [0.07, 0.05, -0.03]],
  "de_lowest_ev": 0.2764,
  "lumo_energy_ev": 0.81,
  "e_tot_ha": -358.2614,
  "largest_force_ev_per_a": 1.03,
  "smiles": "N=C(N)N.O.O"
}


2.
{
  "formula": "CH9N3O2",
  "method": "ωB97M-V with the def2-TZVPD basis set",
  "species": ["N", "C", "N", "N", "H", "H", "H", "H", "H", "H", "H", "O", "H", "H", "O"],
  "coordinates": [[1.153, -1.003, 0.115], [1.289, 0.325, 0.651], [0.631, 1.272, -0.149], [1.942, 0.591, 1.754], [1.221, -1.699, 0.771], [0.407, -1.154, -0.404], [1.011, 1.126, -1.128], [0.631, 2.314, 0.079], [2.098, -0.221, 2.309], [-1.606, -0.657, -0.893], [-1.418, -1.627, -2.058], [-1.415, -1.615, -1.092], [-1.364, 1.146, -0.199], [-2.391, 0.369, 0.551], [-2.188, 0.834, -0.308]],
  "atomic_forces_ev_per_a": [[4.03, 6.23, 4.16], [-2.32, -2.50, -3.73], [2.53, 0.53, -0.59], [-0.06, 1.43, 0.53], [1.07, -2.26, 1.94], [-4.76, -0.90, -4.31], [-1.25, 0.38, 1.12], [0.52, -2.00, 0.14], [0.53, -1.03, 0.65], [-0.51, -0.87, -0.30], [-0.10, -0.33, 0.06], [0.72, 1.02, 0.01], [4.57, 2.09, 0.63], [-0.11, 0.87, -1.21], [-4.86, -2.67, 0.88]],
  "spin_multiplicity": 2,
  "de_lowest_ev": 0.8014,
  "charge": 1,
  "lumo_energy_ev": [-4.36, -9.33],
  "e_tot_ha": -357.8878,
  "largest_force_ev_per_a": 8.51
}


3.
{
  "formula": "CH9N5",
  "method": "ωB97M-V with the def2-TZVPD basis set",
  "species": ["C", "N", "N", "N", "N", "N", "H", "H", "H", "H", "H", "H", "H", "H", "H"],
  "coordinates": [[0.410, 0.386, -1.065], [0.033, -0.832, -1.380], [-0.592, 0.795, 1.129], [-1.549, 2.410, 2.299], [1.002, -1.918, -1.251], [-0.738, 1.975, 1.427], [1.449, 0.619, -0.768], [-0.170, 1.233, -1.371], [-0.797, -1.226, -1.998], [-1.272, 0.059, 1.211], [-2.337, 1.815, 2.846], [-1.516, 3.414, 2.428], [0.730, -2.663, -0.539], [1.081, -2.324, -2.256], [1.900, -1.642, -0.728]],
  "atomic_forces_ev_per_a": [[2.42, 3.61, -0.17], [-2.52, -5.74, -1.34], [0.45, 2.45, 1.82], [-2.14, -0.43, 1.43], [0.30, -0.74, 0.22], [-0.48, -2.66, -0.07], [-0.68, -0.54, -0.28], [-0.40, -0.05, -0.36], [2.22, 1.83, 1.55], [-0.90, -0.61, -0.35], [2.56, 1.42, -1.51], [-0.18, 0.16, 0.11], [-0.60, 0.61, -1.37], [0.86, 0.38, 2.22], [-0.91, 0.31, -1.90]],
  "spin_multiplicity": 3,
  "de_lowest_ev": 3.6307,
  "charge": 2,
  "lumo_energy_ev": [-8.56, -11.74],
  "e_tot_ha": -316.3402,
  "largest_force_ev_per_a": 6.41
}


4.
{
  "formula": "CH9NO2",
  "method": "ωB97M-V with the def2-TZVPD basis set",
  "species": ["C", "N", "H", "H", "H", "H", "H", "O", "H", "H", "O", "H", "H"],
  "coordinates": [[-0.020, 0.381, -2.222], [-0.647, -0.917, -2.007], [0.995, 0.170, -2.559], [-0.010, 0.971, -1.314], [-0.446, 0.934, -3.062], [-1.635, -1.036, -1.886], [0.016, -1.637, -1.812], [-2.353, 1.449, 3.668], [-1.764, 1.619, 2.892], [-2.828, 0.697, 3.361], [2.821, -0.882, 0.211], [3.385, -1.374, 0.838], [3.303, -1.036, -0.592]],
  "atomic_forces_ev_per_a": [[-0.27, -0.85, -0.28], [0.52, 0.61, -0.74], [0.16, 0.19, 0.31], [0.18, 0.47, 0.06], [-0.35, 0.08, 0.20], [0.28, -0.05, 0.18], [-0.52, -0.43, 0.30], [1.39, 1.00, -0.96], [-0.56, 0.05, 1.08], [-0.83, -1.05, -0.13], [0.44, -0.51, 0.95], [-0.60, 0.40, -0.06], [0.15, 0.11, -0.90]],
  "de_lowest_ev": 0.5553,
  "lumo_energy_ev": 0.66,
  "e_tot_ha": -248.6948,
  "largest_force_ev_per_a": 1.97,
  "smiles": "CN.O.O"
}


What did the fourth record say?
{
  "formula": "CH9NO2",
  "method": "ωB97M-V with the def2-TZVPD basis set",
  "species": ["C", "N", "H", "H", "H", "H", "H", "O", "H", "H", "O", "H", "H"],
  "coordinates": [[-0.020, 0.381, -2.222], [-0.647, -0.917, -2.007], [0.995, 0.170, -2.559], [-0.010, 0.971, -1.314], [-0.446, 0.934, -3.062], [-1.635, -1.036, -1.886], [0.016, -1.637, -1.812], [-2.353, 1.449, 3.668], [-1.764, 1.619, 2.892], [-2.828, 0.697, 3.361], [2.821, -0.882, 0.211], [3.385, -1.374, 0.838], [3.303, -1.036, -0.592]],
  "atomic_forces_ev_per_a": [[-0.27, -0.85, -0.28], [0.52, 0.61, -0.74], [0.16, 0.19, 0.31], [0.18, 0.47, 0.06], [-0.35, 0.08, 0.20], [0.28, -0.05, 0.18], [-0.52, -0.43, 0.30], [1.39, 1.00, -0.96], [-0.56, 0.05, 1.08], [-0.83, -1.05, -0.13], [0.44, -0.51, 0.95], [-0.60, 0.40, -0.06], [0.15, 0.11, -0.90]],
  "de_lowest_ev": 0.5553,
  "lumo_energy_ev": 0.66,
  "e_tot_ha": -248.6948,
  "largest_force_ev_per_a": 1.97,
  "smiles": "CN.O.O"
}